Record 1
Molecular formula: C7H10N2O
Method: DFT, wB97M-V/def2-TZVPD

Each line ends with the Mulliken charge.
Cartesian coordinates (Å):
C (-1.589231, 1.678804, -1.901193)  -1.251
C (-0.721584, 0.889338, -1.000525)  0.397
C (-0.604604, -0.440588, -0.787889)  -0.018
C (-1.540116, -1.480654, -1.044948)  -0.071
N (-2.101673, -2.468801, -1.339379)  -0.535
C (0.608621, -0.502378, 0.159371)  0.001
C (0.232795, 0.620047, 1.166419)  -0.460
C (0.429360, 1.431163, -0.148813)  -0.166
N (1.519364, 0.468706, -0.541957)  -0.569
H (-0.987223, 2.096133, -2.723206)  0.285
H (-2.399143, 1.073483, -2.324931)  0.360
H (-2.014912, 2.534383, -1.354634)  0.319
H (1.041278, -1.489879, 0.347462)  0.381
H (-0.756199, 0.622398, 1.643208)  0.276
H (1.012938, 0.830560, 1.909264)  0.280
H (0.642872, 2.505043, -0.185115)  0.482
H (2.315520, 0.634273, 0.081143)  0.298
H (1.602916, -3.581414, 2.012079)  0.335
O (1.355132, -3.051514, 2.859011)  -0.655
H (1.953890, -2.369104, 3.174633)  0.311

Atoms 1-6, force components in eV/Å:
-0.2828 0.2810 0.1513
0.4272 -0.7650 -0.2535
-0.6274 1.0512 0.6621
-0.1588 -2.4863 -1.3321
0.7980 2.3009 0.8491
0.1179 -0.5727 -0.3197

Results
Frontier orbital gap, eV: 9.77
Total energy, eV: -12445.85699
Energy relative to the best compared isomer or geometry (same formula, charge and spin), kJ/mol: 346.50

Record 2
Molecular formula: C39H29BrCl3LiN5O5S
Method: DFT, wB97M-V/def2-TZVPD

Each line ends with the Mulliken charge.
Cartesian coordinates (Å):
Li (0.322266, -2.054728, -0.593703)  0.895
C (0.810867, 2.053278, -1.359970)  -0.636
O (1.183180, 0.695603, -1.426812)  -0.291
C (2.437159, 0.406508, -1.865524)  0.268
C (3.094417, 1.179524, -2.809598)  -0.649
C (4.351826, 0.797192, -3.269502)  -0.592
C (4.934396, -0.364863, -2.787227)  -0.915
C (4.276829, -1.132978, -1.832032)  -0.246
C (3.029219, -0.757475, -1.339366)  0.331
N (2.307069, -1.479014, -0.360431)  0.396
N (3.067825, -2.180687, 0.363806)  -0.632
C (2.564579, -2.889880, 1.413956)  -0.025
C (1.202282, -2.823638, 1.878121)  0.168
O (0.263339, -2.229107, 1.280495)  -0.542
C (0.919255, -3.459674, 3.154693)  -0.715
C (1.841025, -4.157572, 3.838220)  -0.900
C (3.186319, -4.310206, 3.355444)  0.847
C (4.134087, -5.067510, 4.065586)  -0.888
C (5.418064, -5.217152, 3.600853)  -0.469
C (5.778769, -4.603368, 2.389946)  -0.742
C (4.866430, -3.857693, 1.679698)  -0.232
C (3.542959, -3.679432, 2.144709)  0.910
H (1.634675, 2.672047, -0.988922)  0.674
H (-0.025931, 2.103225, -0.661913)  -0.264
H (0.483646, 2.435771, -2.329577)  0.434
H (2.623089, 2.078807, -3.194859)  0.380
H (4.858210, 1.398972, -4.015854)  0.396
H (5.904777, -0.678215, -3.158249)  0.353
H (4.718977, -2.041536, -1.441940)  0.442
H (-0.099819, -3.373793, 3.515215)  0.406
H (1.579282, -4.638983, 4.776289)  0.292
H (3.831325, -5.541113, 4.995693)  0.343
H (6.141840, -5.804525, 4.155357)  0.359
H (6.785910, -4.728316, 2.006313)  0.377
H (5.143104, -3.396072, 0.741724)  0.345
Br (-3.722465, -2.233576, -3.270920)  -0.237
C (-3.142709, -3.409926, -1.862719)  0.152
C (-4.121480, -4.054357, -1.128508)  -0.439
C (-3.679170, -4.904981, -0.122813)  -0.416
C (-2.321332, -5.067785, 0.078230)  -0.596
C (-1.423544, -4.369513, -0.727228)  0.903
N (-1.848359, -3.533082, -1.688383)  -0.264
C (0.106141, -4.566635, -0.498252)  0.330
O (0.373262, -5.453049, 0.327464)  -0.785
O (0.878420, -3.812444, -1.154252)  -0.812
H (-5.168933, -3.902128, -1.341238)  0.415
H (-4.400700, -5.433694, 0.491832)  0.393
H (-1.908114, -5.714025, 0.839813)  0.484
Cl (-2.540529, 4.049214, 5.005439)  -0.224
C (-2.796881, 3.887165, 3.296964)  0.294
C (-1.715919, 3.751124, 2.446321)  -1.368
C (-1.944650, 3.632942, 1.085118)  1.022
C (-3.228335, 3.638115, 0.551720)  -0.403
C (-3.436650, 3.465922, -0.941646)  -0.454
C (-3.844904, 2.045742, -1.329428)  -1.785
N (-3.018592, 0.999566, -0.764529)  0.728
C (-3.145048, 0.437127, 0.496123)  -0.774
C (-2.215464, -0.558356, 0.551863)  -0.932
N (-1.525606, -0.623240, -0.640323)  0.492
C (-2.021691, 0.319576, -1.397349)  -0.790
O (-2.271307, 3.772759, -1.673665)  0.083
C (-2.001439, 5.171553, -1.733882)  -1.119
C (-0.529668, 5.406267, -1.868438)  0.176
C (0.186586, 5.116234, -2.986431)  0.711
Cl (-0.428894, 4.467026, -4.446862)  -0.184
S (1.855007, 5.463819, -2.814593)  -0.154
C (1.615586, 6.023641, -1.215342)  -0.414
C (0.312096, 5.941767, -0.845722)  -0.807
C (-4.286868, 3.778943, 1.440175)  0.823
Cl (-5.930192, 3.821294, 0.861617)  -0.232
C (-4.089515, 3.901661, 2.805256)  -0.786
H (-0.708219, 3.722300, 2.843089)  0.469
H (-1.107099, 3.505399, 0.410560)  0.188
H (-4.249657, 4.128179, -1.259171)  0.710
H (-3.784571, 1.981396, -2.414029)  0.493
H (-4.876325, 1.878396, -1.032537)  0.617
H (-3.885304, 0.779343, 1.203490)  0.473
H (-1.973794, -1.232926, 1.363280)  0.545
H (-1.718885, 0.545763, -2.412910)  0.415
H (-2.361652, 5.661843, -0.826902)  0.438
H (-2.530921, 5.602146, -2.587192)  0.436
H (2.457675, 6.377785, -0.637382)  0.435
H (-0.056256, 6.238317, 0.129912)  0.423
H (-4.934369, 4.003959, 3.473721)  0.452

Atoms 1-6, force components in eV/Å:
0.0428 0.3721 -0.0291
-0.0270 -0.0576 0.0507
-0.1288 0.0986 0.2609
0.0523 -0.2543 -0.0586
0.1144 0.1114 -0.0757
-0.0513 -0.0237 0.0306

Results
Frontier orbital gap, eV: 5.59
Total charge: -1
Total energy, eV: -177255.72343